1.
{"formula": "C25H33AuO2S", "method": "ωB97M-V with the def2-TZVPD basis set", "orbital_gap_ev": [7.313, 5.495], "multiplicity": 3, "de_lowest_ev": 0.0000, "homo_energy_ev": [-6.59, -7.36], "symbols": ["O", "C", "C", "H", "H", "C", "H", "H", "C", "H", "H", "H", "C", "H", "H", "H", "Au", "C", "C", "C", "H", "C", "C", "H", "H", "H", "H", "C", "C", "C", "H", "C", "C", "H", "H", "H", "H", "O", "C", "C", "H", "H", "C", "H", "H", "C", "H", "H", "H", "H", "S", "C", "C", "C", "C", "C", "C", "H", "H", "H", "H", "H"], "coordinates": [[0.285, -0.091, -5.619], [0.138, 1.220, -6.272], [-0.099, 0.630, -7.666], [1.060, 1.814, -6.191], [-0.718, 1.775, -5.865], [0.105, -0.729, -6.920], [0.681, 0.858, -8.396], [-1.110, 0.775, -8.052], [1.354, -1.469, -7.371], [2.226, -0.798, -7.383], [1.219, -1.871, -8.387], [1.559, -2.305, -6.690], [-1.110, -1.640, -6.940], [-2.014, -1.103, -6.619], [-0.945, -2.488, -6.261], [-1.284, -2.035, -7.952], [0.063, -0.011, 2.948], [-2.442, -0.951, 3.541], [-1.988, 0.412, 3.731], [-1.960, 1.041, 2.404], [-1.896, 0.959, 4.671], [-2.506, 0.087, 1.484], [-2.777, -1.115, 2.176], [-3.243, -1.994, 1.735], [-2.568, -1.700, 4.321], [-1.761, 2.085, 2.206], [-2.763, 0.290, 0.447], [0.959, -2.050, 3.808], [0.239, -2.914, 2.923], [0.710, -2.708, 1.605], [-0.485, -3.678, 3.216], [1.717, -1.716, 1.620], [1.903, -1.278, 2.986], [2.719, -0.674, 3.370], [0.973, -2.091, 4.899], [0.411, -3.275, 0.729], [2.300, -1.384, 0.767], [0.172, 0.175, -0.017], [-0.228, -0.670, -1.117], [-0.517, 0.230, -2.311], [-1.095, -1.262, -0.794], [0.598, -1.367, -1.343], [0.362, 1.459, -2.031], [-1.569, 0.540, -2.315], [-0.289, -0.248, -3.262], [0.328, 1.524, -0.508], [-0.015, 2.373, -2.490], [1.379, 1.272, -2.396], [-0.549, 2.116, -0.184], [1.228, 1.956, -0.051], [1.308, 1.955, 3.309], [1.158, 1.895, 5.017], [1.931, 1.017, 5.803], [1.704, 0.966, 7.172], [0.748, 1.815, 7.760], [-0.028, 2.662, 6.959], [0.163, 2.705, 5.588], [2.652, 0.370, 5.297], [2.258, 0.248, 7.770], [0.588, 1.791, 8.842], [-0.809, 3.286, 7.388], [-0.432, 3.310, 4.911]], "atomic_forces_ev_per_a": [[-0.2, 0.8, -1.2], [0.1, 0.1, 0.5], [0.2, -0.6, 0.9], [-0.3, -0.1, 0.2], [0.3, -0.1, 0.1], [-0.1, -0.2, -0.9], [-0.3, 0.0, 0.0], [0.2, 0.0, -0.1], [0.2, -0.1, 0.1], [-0.2, -0.2, 0.1], [0.0, 0.1, 0.3], [0.0, 0.2, -0.2], [-0.1, -0.1, 0.2], [0.3, -0.1, 0.0], [-0.1, 0.2, -0.1], [0.1, 0.1, 0.3], [-0.2, -0.8, 0.3], [-0.3, 0.3, -0.4], [0.2, 0.7, -1.2], [-0.1, -0.8, 1.6], [0.1, -0.4, -0.3], [-0.6, -1.1, 0.5], [-0.3, 0.7, -0.6], [0.4, 0.2, 0.1], [0.1, 0.3, -0.2], [-0.1, -0.1, 0.1], [0.3, -0.1, 0.2], [0.9, 0.8, -0.5], [0.4, -0.4, -0.7], [0.4, -0.1, 0.4], [0.2, 0.5, -0.1], [-0.2, -0.6, 0.4], [-0.9, -0.8, 0.5], [-0.2, -0.2, -0.2], [-0.1, 0.1, -0.5], [-0.1, 0.3, 0.2], [-0.2, 0.0, 0.2], [0.0, 0.4, -1.0], [0.2, -0.3, 0.3], [-0.2, 0.3, 0.1], [0.2, 0.1, -0.1], [-0.2, 0.2, 0.1], [0.2, -0.5, 0.1], [0.1, -0.1, 0.0], [0.0, 0.0, 0.0], [-0.2, 0.1, 0.4], [0.0, 0.0, 0.0], [-0.1, 0.1, 0.1], [0.3, -0.1, 0.0], [-0.2, -0.1, -0.1], [1.0, 1.0, -1.4], [-0.3, -0.1, 0.8], [-0.5, 0.4, -0.1], [-0.2, 0.3, 0.1], [0.0, -0.2, -0.1], [0.0, 0.0, 0.2], [0.6, -0.6, 0.3], [-0.2, 0.2, 0.3], [0.0, 0.2, 0.1], [0.0, 0.0, -0.4], [0.2, -0.1, 0.1], [0.0, 0.1, 0.3]], "lowdin_charge": [-0.107, -0.151, -0.075, 0.116, 0.115, -0.582, 0.109, 0.109, -0.030, 0.090, 0.092, 0.088, -0.029, 0.089, 0.088, 0.092, 0.906, -0.114, -0.229, -0.200, 0.095, -0.114, -0.135, 0.098, 0.105, 0.090, 0.102, -0.179, -0.135, -0.139, 0.103, -0.122, -0.272, 0.071, 0.099, 0.096, 0.104, -0.228, -0.203, -0.160, 0.111, 0.118, -0.159, 0.114, 0.092, -0.198, 0.110, 0.117, 0.115, 0.115, 0.608, -0.723, -0.123, -0.091, -0.092, -0.097, -0.153, 0.090, 0.100, 0.099, 0.101, 0.093]}



2.
{"formula": "C25H33N3O2", "method": "ωB97M-V with the def2-TZVPD basis set", "orbital_gap_ev": 9.119, "multiplicity": 1, "de_lowest_ev": 1.7490, "homo_energy_ev": -8.41, "smiles": "CN(C(=O)c1ccc(OC2CCN(Cc3ccccn3)CC2)cc1)C1CCCCC1", "symbols": ["C", "N", "C", "O", "C", "C", "C", "C", "O", "C", "C", "C", "N", "C", "C", "C", "C", "C", "C", "N", "C", "C", "C", "C", "C", "C", "C", "C", "C", "C", "H", "H", "H", "H", "H", "H", "H", "H", "H", "H", "H", "H", "H", "H", "H", "H", "H", "H", "H", "H", "H", "H", "H", "H", "H", "H", "H", "H", "H", "H", "H", "H", "H"], "coordinates": [[-3.046, 1.705, -1.146], [-2.608, 3.080, -1.181], [-1.306, 3.447, -1.242], [-0.946, 4.593, -1.451], [-0.292, 2.370, -1.007], [0.665, 2.099, -1.980], [1.646, 1.159, -1.751], [1.715, 0.481, -0.531], [2.730, -0.414, -0.423], [2.871, -1.207, 0.746], [4.288, -1.779, 0.730], [4.477, -2.716, 1.930], [3.514, -3.796, 1.989], [3.739, -4.853, 1.017], [2.944, -6.079, 1.376], [2.915, -6.553, 2.686], [2.176, -7.688, 2.965], [1.495, -8.313, 1.930], [1.587, -7.762, 0.663], [2.287, -6.674, 0.391], [2.160, -3.276, 1.972], [1.862, -2.359, 0.778], [0.779, 0.778, 0.456], [-0.212, 1.713, 0.213], [-3.671, 4.079, -1.295], [-3.566, 5.145, -0.203], [-4.740, 6.114, -0.309], [-4.764, 6.771, -1.686], [-4.855, 5.711, -2.780], [-3.684, 4.739, -2.676], [-2.199, 1.033, -1.261], [-3.549, 1.482, -0.201], [-3.748, 1.521, -1.964], [0.628, 2.628, -2.920], [2.386, 0.932, -2.503], [2.753, -0.580, 1.643], [4.437, -2.321, -0.204], [5.014, -0.966, 0.769], [5.482, -3.144, 1.915], [4.370, -2.137, 2.854], [3.490, -4.578, -0.017], [4.803, -5.111, 1.050], [3.458, -6.025, 3.453], [2.130, -8.082, 3.970], [0.908, -9.202, 2.104], [1.074, -8.206, -0.181], [1.466, -4.119, 1.973], [2.016, -2.714, 2.902], [0.842, -1.979, 0.851], [1.942, -2.919, -0.155], [0.810, 0.295, 1.420], [-0.927, 1.938, 0.991], [-4.615, 3.539, -1.156], [-2.628, 5.686, -0.326], [-3.559, 4.664, 0.778], [-5.677, 5.575, -0.147], [-4.655, 6.878, 0.466], [-5.612, 7.455, -1.758], [-3.849, 7.350, -1.823], [-5.796, 5.164, -2.679], [-4.850, 6.187, -3.762], [-3.760, 3.969, -3.449], [-2.744, 5.272, -2.815]], "atomic_forces_ev_per_a": [[-0.1, -0.3, 0.0], [-0.1, 0.0, 0.0], [0.1, -0.2, 0.1], [0.2, 0.2, -0.1], [0.2, 0.0, 0.2], [-0.1, 0.0, 0.1], [0.1, -0.2, 0.1], [-0.1, 0.2, -0.2], [0.1, 0.1, -0.1], [0.1, -0.4, 0.1], [-0.3, 0.1, 0.2], [0.1, 0.1, -0.1], [0.1, -0.2, 0.1], [0.0, 0.1, 0.0], [0.0, 0.0, 0.2], [-0.1, -0.1, -0.1], [0.0, 0.0, -0.1], [0.0, 0.0, 0.0], [-0.2, -0.3, 0.1], [0.1, 0.3, -0.4], [-0.2, 0.1, -0.1], [0.1, 0.2, 0.2], [0.2, -0.2, 0.2], [0.0, 0.2, -0.3], [0.3, 0.4, 0.0], [-0.3, -0.1, 0.1], [0.2, 0.1, 0.0], [-0.3, -0.1, 0.0], [0.2, 0.1, 0.0], [-0.3, -0.1, 0.0], [-0.2, 0.0, 0.0], [0.0, -0.1, 0.0], [0.0, 0.0, 0.0], [0.0, 0.1, -0.1], [0.1, 0.0, -0.1], [0.0, 0.0, -0.1], [0.0, 0.0, -0.1], [0.0, 0.0, 0.0], [0.0, 0.0, 0.1], [0.1, 0.0, 0.0], [0.0, -0.1, 0.1], [0.0, 0.1, -0.1], [0.0, 0.1, 0.1], [0.0, 0.0, 0.1], [-0.1, -0.1, 0.0], [-0.1, -0.1, 0.0], [0.0, 0.1, 0.1], [-0.1, 0.0, 0.0], [0.0, 0.0, 0.0], [0.0, 0.0, -0.1], [0.0, -0.1, 0.1], [-0.1, 0.0, 0.1], [0.1, 0.0, 0.0], [0.0, 0.0, 0.0], [0.0, 0.0, 0.0], [-0.1, 0.0, 0.0], [-0.1, 0.0, 0.1], [0.0, 0.1, 0.0], [0.0, 0.1, 0.0], [-0.1, 0.0, 0.0], [-0.1, 0.0, 0.0], [0.0, 0.0, 0.0], [0.0, -0.1, 0.0]], "lowdin_charge": [-0.037, -0.058, -0.425, 0.067, -0.170, -0.008, 0.011, -0.254, -0.010, -0.335, -0.104, -0.180, -0.175, -0.143, -0.289, -0.022, -0.067, -0.072, -0.147, 0.108, -0.169, -0.102, -0.009, -0.031, -0.289, -0.146, -0.201, -0.207, -0.201, -0.144, 0.086, 0.096, 0.094, 0.123, 0.119, 0.151, 0.121, 0.122, 0.119, 0.123, 0.116, 0.132, 0.113, 0.104, 0.098, 0.103, 0.121, 0.127, 0.113, 0.124, 0.105, 0.123, 0.147, 0.112, 0.119, 0.112, 0.108, 0.107, 0.117, 0.112, 0.108, 0.118, 0.114]}



3.
{"formula": "C25H33N3O3S", "method": "ωB97M-V with the def2-TZVPD basis set", "orbital_gap_ev": 8.068, "multiplicity": 1, "de_lowest_ev": 25.0632, "homo_energy_ev": -7.59, "symbols": ["C", "C", "C", "C", "C", "C", "C", "C", "H", "H", "H", "H", "N", "C", "N", "C", "H", "C", "N", "C", "C", "H", "O", "C", "C", "H", "H", "H", "H", "H", "H", "H", "H", "H", "H", "S", "O", "O", "C", "C", "C", "C", "C", "C", "H", "H", "C", "C", "H", "H", "H", "C", "H", "H", "H", "C", "H", "H", "H", "H", "H", "H", "H", "H", "H"], "coordinates": [[-5.300, -2.136, -2.209], [-4.233, -1.416, -1.410], [-3.822, -0.037, -1.771], [-3.035, 0.500, -0.937], [-2.582, -0.276, 0.098], [-3.077, -1.455, 0.657], [-4.005, -2.149, -0.064], [-4.403, -3.378, 0.013], [-4.171, -4.091, -0.737], [-3.893, -3.764, 1.062], [-5.524, -3.220, 0.267], [-2.786, -1.726, 1.421], [-1.726, 0.633, 0.742], [-1.767, 2.032, 0.074], [-2.568, 1.782, -1.121], [-1.164, 3.181, 0.487], [-1.826, 3.787, 0.663], [-0.336, 3.721, -0.759], [1.051, 3.227, -1.222], [1.934, 3.265, -0.008], [3.238, 2.706, -0.794], [3.949, 2.805, 0.214], [3.169, 1.495, -1.101], [2.102, 1.323, -1.960], [0.811, 1.918, -1.841], [0.146, 1.724, -2.400], [0.515, 0.890, -0.782], [2.157, 0.380, -2.442], [2.356, 1.840, -2.902], [3.620, 3.323, -1.466], [2.081, 4.376, 0.115], [1.680, 2.598, 0.641], [-0.906, 3.762, -1.705], [-0.087, 4.696, -0.661], [-0.489, 3.014, 1.236], [-0.646, 0.584, 2.146], [-1.368, -0.520, 2.784], [-0.168, 1.605, 2.950], [0.622, -0.440, 1.299], [1.821, 0.036, 1.649], [3.071, -0.840, 1.125], [2.636, -1.775, 0.355], [1.360, -2.261, -0.110], [0.344, -1.687, 0.464], [-0.726, -1.787, 0.154], [1.394, -3.110, -0.807], [4.045, -2.677, -0.458], [3.700, -4.037, -1.127], [3.113, -4.463, -0.556], [2.772, -3.663, -1.960], [4.488, -4.337, -1.588], [5.024, -2.836, 0.537], [4.722, -3.352, 1.315], [5.525, -2.058, 1.075], [5.907, -3.571, 0.294], [4.629, -1.552, -1.350], [5.505, -2.128, -1.978], [3.839, -1.542, -2.358], [4.794, -0.558, -1.138], [4.140, -0.441, 1.465], [2.165, 0.663, 2.139], [-4.302, 0.352, -2.541], [-6.218, -2.368, -1.818], [-5.071, -3.103, -2.540], [-5.587, -1.639, -3.119]], "atomic_forces_ev_per_a": [[1.7, 1.6, -1.8], [-1.9, 0.2, 1.4], [-4.5, -9.7, 0.0], [3.9, 3.3, 1.6], [1.0, 1.6, 3.4], [-4.5, 5.0, -13.0], [4.8, 11.4, -7.0], [-3.7, -7.7, 6.7], [-0.1, -0.4, -0.8], [-1.5, 0.2, -2.4], [1.1, -1.6, -0.6], [5.3, -4.8, 13.6], [2.1, 7.4, 1.1], [-6.0, -10.7, -5.4], [3.2, 1.9, 5.7], [8.6, -3.0, -4.6], [-6.7, 7.0, 2.3], [0.5, -1.0, -2.4], [-5.3, -0.5, 1.4], [3.2, 3.9, -9.7], [1.2, 5.1, 11.4], [-0.6, -0.4, -2.5], [-1.5, -6.7, -1.0], [2.1, -0.5, -6.5], [8.6, -0.3, 15.5], [-8.8, -1.8, -8.1], [-0.4, 2.8, -2.0], [-0.4, -1.7, 0.7], [1.3, 0.7, -0.4], [1.2, 3.1, -3.3], [-0.2, -1.4, 0.9], [-1.6, -3.5, 4.8], [-0.4, -0.6, 0.7], [0.2, 3.4, 1.2], [1.4, 0.0, 2.3], [-3.5, -10.4, -3.0], [0.3, 1.3, 0.8], [0.8, 3.3, 0.4], [0.0, 1.0, 0.7], [-0.4, -13.9, -9.6], [-2.0, 5.4, 3.7], [4.2, -5.9, -4.7], [3.1, -0.4, 0.4], [-3.8, 4.2, 1.2], [1.2, -0.4, 0.6], [-0.6, 0.6, 0.4], [-2.9, 4.1, -0.5], [-3.4, 10.7, -4.7], [-4.6, -5.5, 5.9], [3.0, -1.2, 1.5], [4.7, -2.9, -2.8], [5.6, -1.8, 0.6], [-2.4, -2.9, 4.1], [0.1, 1.4, -0.6], [-1.2, 1.5, -0.5], [-1.9, -5.7, -7.3], [-1.3, 1.9, 1.7], [1.8, 0.4, 2.6], [0.5, 1.8, 1.3], [-2.5, -1.4, -1.2], [4.2, 11.3, 8.4], [-1.7, 2.0, -3.6], [-2.4, 0.1, 2.2], [1.3, -1.6, -0.6], [0.2, 0.6, -0.5]], "lowdin_charge": [-0.084, -0.057, 0.029, -0.354, -0.164, 0.034, -0.300, -0.105, 0.090, 0.165, 0.147, -0.017, -0.050, -0.164, 0.191, -0.088, 0.053, -0.101, -0.101, -0.057, -0.296, 0.172, -0.059, -0.269, -0.097, 0.016, 0.212, 0.120, 0.138, 0.079, 0.157, 0.032, 0.128, 0.068, 0.072, 0.750, -0.306, -0.207, -0.227, -0.004, 0.016, -0.116, -0.040, -0.014, 0.113, 0.101, -0.494, 0.017, -0.018, 0.159, 0.018, -0.159, 0.033, 0.077, 0.141, -0.064, 0.127, 0.132, 0.022, 0.169, -0.026, 0.077, 0.048, 0.056, 0.075]}